Density functional theory data (wB97M-V/def2-TZVPD) for a molecular structure, C3H3ClI2O2.

Structure (XYZ):
```
11
C3H3ClI2O2, DFT wB97M-V/def2-TZVPD
C 0.29399 -1.12412 0.48487
C -0.77792 -1.28553 -0.55152
C 0.64669 1.58831 0.15767
O 0.89684 0.18652 0.60048
O 0.64115 -2.04516 1.13264
Cl 0.72492 1.97642 -1.55026
I 2.11428 2.88713 1.10906
I -1.40617 2.15105 1.04850
H -1.36164 -0.47456 -0.99173
H -0.34004 -1.78455 -1.33136
H -1.43211 -2.07550 -0.10835
```

As for the energy above the lowest of the compared OMol25 structures with the same formula, charge and spin: 73.1 kJ/mol. The frontier orbital gap is 8.4024 eV. The largest force on an atom comes out at 0.0554 hartree/bohr. For the HOMO energy, the calculation gives -0.355 Ha. The multiplicity is 1.